DFT (ωB97M-V/def2-TZVPD) results for 2 unconnected molecules or ions with the total composition C3H6IN3 at a distorted geometry.

Last columns: bonded neighbours and bond lengths (Å).
Geometry (Å):
1 I -0.90 2.39 -1.55  N3 2.018
2 N 2.95 3.11 0.15  H8 1.050, H11 0.998, H13 1.115
3 N 0.14 1.02 -0.49  I1 2.018, N4 1.269
4 N -0.32 -0.16 -0.39  N3 1.269, C7 1.175
5 C -2.27 -2.69 0.10  C6 1.382, H10 1.139, H12 1.075
6 C -1.00 -2.35 0.53  C5 1.382, C7 1.364, H9 1.047
7 C -0.39 -1.27 -0.04  N4 1.175, C6 1.364
8 H 2.22 3.39 0.85  N2 1.050
9 H -0.60 -2.96 1.28  C6 1.047
10 H -2.64 -2.26 -0.88  C5 1.139
11 H 2.49 3.06 -0.73  N2 0.998
12 H -2.87 -3.35 0.71  C5 1.075
13 H 3.17 2.06 0.45  N2 1.115

Results
HOMO energy (spin up / spin down) = -7.977 / -7.976 eV
Kohn-Sham gap (spin up / spin down) = 7.74 / 7.74 eV
total charge = 0
strongest force on any atom = 4.5 eV/Å